No. 1
{
  "formula": "C4H6N2O",
  "method": "wB97M-V/def2-TZVPD",
  "elements": ["H", "O", "C", "N", "H", "H", "H", "C", "H", "C", "N", "C", "H"],
  "xyz": [[0.446980, -1.310574, 1.270590], [-0.456666, 1.442779, -0.209507], [0.812732, -1.142442, 0.249670], [-0.292256, -1.190645, -0.687260], [-0.689290, -2.230815, -0.474710], [1.532202, -2.036803, 0.174494], [-2.465329, 1.155619, 0.421041], [-1.376284, 0.551811, 0.286617], [1.215171, 2.319682, -0.085484], [0.976261, 1.222270, -0.079654], [-1.367900, -0.769045, 0.238016], [1.655822, 0.105794, 0.069274], [2.823502, -0.146102, 0.359384]],
  "forces_ev_per_a": [[0.21, 0.57, -0.04], [0.45, -2.00, 0.62], [3.48, -2.19, 0.14], [-2.47, -4.45, 3.20], [1.98, 2.30, -1.97], [-0.97, 1.04, -0.62], [3.28, -1.83, 0.47], [-3.25, -0.70, -0.94], [1.11, -1.58, -0.15], [-0.86, 3.35, -0.19], [-1.16, 5.53, -1.28], [1.35, -1.74, 1.90], [-3.16, 1.71, -1.14]],
  "nbo_charge": [0.205, -0.522, -0.295, -0.453, 0.372, 0.191, 0.195, 0.374, 0.215, 0.119, -0.374, -0.281, 0.255],
  "homo_energy_ev": -9.12,
  "homo_lumo_gap_ha": 0.366,
  "de_lowest_kj_mol": 538.6,
  "total_energy_ev": -9267.9197
}

***

No. 2
{
  "formula": "C14H17O3",
  "method": "wB97M-V/def2-TZVPD",
  "elements": ["C", "O", "H", "H", "C", "H", "C", "C", "H", "H", "C", "H", "C", "H", "H", "C", "O", "H", "C", "H", "H", "C", "H", "C", "H", "C", "C", "H", "C", "C", "H", "H", "O", "H"],
  "xyz": [[-1.601355, 1.529958, 3.453981], [0.097894, 1.168207, -0.793624], [0.151610, -1.885808, 2.892228], [-0.243194, 1.775652, 5.128874], [-1.284800, -0.478699, 2.068030], [1.740712, 1.556211, -4.465820], [1.934419, 0.596733, -3.948712], [2.493428, 0.815603, -1.033184], [-2.886133, -3.355730, -0.125231], [-0.978766, -2.156484, 0.780229], [0.085378, -0.094855, 4.081426], [-0.130761, 0.701948, -3.304705], [3.548761, 1.121820, -2.107576], [-2.126722, 2.468406, 3.647437], [0.708865, -0.814211, -2.878968], [-0.286341, -0.895707, 3.009053], [3.267277, 0.632826, -3.424609], [-2.305261, -2.482079, -1.555954], [1.016706, 0.776039, -1.490630], [3.742852, 2.209280, -2.176848], [1.996376, -0.197773, -4.713489], [-0.556678, 1.132217, 4.302048], [2.711092, -0.178190, -0.612781], [-2.802391, -1.233091, 0.156346], [2.566694, 1.557659, -0.228658], [-3.018560, -2.446119, -0.725109], [-1.969394, 0.733169, 2.376052], [-4.024929, -2.443336, -1.141750], [0.815515, 0.280052, -2.941652], [-1.592932, -1.282387, 0.943265], [-2.818111, 0.995471, 1.752196], [4.501471, 0.619797, -1.862763], [-3.631386, -0.306389, 0.178658], [0.878661, -0.420191, 4.762240]],
  "forces_ev_per_a": [[0.34, -0.55, 0.05], [1.40, -0.63, -1.04], [0.09, 0.17, -0.09], [-0.10, -0.21, -0.20], [0.18, 0.26, 0.68], [-0.06, -0.26, 0.24], [0.54, 0.39, 0.17], [-0.41, -0.29, 0.17], [-0.01, 0.09, -0.21], [0.15, -0.25, 0.11], [-0.24, 0.16, -0.17], [0.17, -0.26, 0.15], [-0.17, 0.15, -0.68], [0.09, -0.25, -0.07], [-0.10, 0.24, 0.08], [-0.23, 0.40, -0.15], [-0.15, -0.59, 0.29], [0.00, 0.04, 0.09], [-0.12, 1.10, -0.21], [-0.17, -0.29, 0.12], [-0.24, 0.43, 0.24], [0.14, 0.25, 0.16], [-0.16, 0.21, 0.02], [1.88, 0.58, 1.28], [-0.03, -0.31, -0.07], [-0.19, -0.49, -0.25], [-0.07, 0.08, 0.10], [-0.05, 0.08, 0.00], [-0.14, -0.20, 0.45], [-1.37, -0.46, -0.85], [0.27, 0.06, -0.01], [-0.38, 0.38, 0.09], [-0.57, -0.10, -0.31], [-0.26, 0.05, -0.18]],
  "nbo_charge": [-0.215, -0.477, 0.183, 0.182, 0.011, 0.158, -0.052, -0.554, 0.203, 0.165, -0.229, 0.242, -0.052, 0.187, 0.233, -0.261, -0.552, 0.199, 0.596, 0.158, 0.186, -0.324, 0.234, 0.479, 0.243, -0.690, -0.258, 0.204, -0.554, -0.543, 0.244, 0.186, -0.718, 0.184],
  "charge": -1,
  "homo_energy_ev": -2.16,
  "homo_lumo_gap_ha": 0.179,
  "de_lowest_kj_mol": 18.6,
  "total_energy_ev": -20935.8826
}